1.
88
Properties=species:S:1:pos:R:3:forces:R:3 method="wB97M-V/def2-TZVPD" e_homo_ev=-10.27 total_charge=+1 e_tot_ev=-62492.778 homo_lumo_gap_ev=7.136
S 0.1202 1.4119 2.7909 -0.249 0.107 -0.034
C 0.7684 -0.0219 2.4730 0.541 -0.057 0.065
S 2.4737 -0.3004 2.7679 -0.074 -0.050 -0.194
C 2.5765 -2.0932 2.9772 0.198 -0.141 0.367
C 2.3918 -2.5579 4.4215 0.125 0.233 -0.196
C 2.9693 -3.9619 4.6265 -0.165 0.158 0.394
C 2.1540 -4.8970 5.5315 0.015 -0.311 -0.229
C 2.6069 -6.3596 5.3702 -0.460 0.089 0.038
C 1.8373 -7.1005 4.2634 0.693 0.028 0.213
N 1.2468 -6.1562 3.2626 -0.376 -0.301 -0.267
C 0.2841 -5.1560 3.8522 0.106 0.538 0.426
C 0.6375 -4.8666 5.3041 0.416 -0.443 0.126
N 0.0529 -1.1220 1.9603 -0.664 0.271 0.200
C -1.1885 -1.5172 2.4298 -0.087 -1.049 -0.684
C -1.4892 -2.6520 1.7171 -0.158 0.746 0.792
N -0.4969 -2.9469 0.8221 0.419 0.138 -0.162
C 0.4086 -2.0114 0.9822 -0.511 -0.333 -0.209
H 3.5541 -2.3936 2.6058 0.152 0.102 -0.078
H 1.8226 -2.5654 2.3571 0.321 -0.149 0.015
H 1.3296 -2.5001 4.6489 -0.102 -0.036 0.096
H 2.8803 -1.8569 5.0919 0.045 0.068 0.125
H 3.1817 -4.4315 3.6623 -0.082 -0.029 -0.166
H 3.9476 -3.8517 5.0891 0.199 -0.108 -0.067
H 2.3441 -4.6391 6.5689 -0.029 0.242 0.104
H 3.6788 -6.4309 5.2185 0.136 0.022 -0.052
H 2.3611 -6.8771 6.2931 0.198 -0.149 0.126
H 2.5045 -7.7605 3.7196 -0.050 -0.151 -0.131
H 1.0378 -7.6991 4.6810 -0.302 0.036 -0.107
H 0.7409 -6.6998 2.5643 0.029 -0.009 -0.092
H 1.9899 -5.6847 2.7507 0.061 0.128 0.104
H -0.7116 -5.5716 3.7612 -0.135 -0.025 -0.117
H 0.3500 -4.2431 3.2686 -0.074 -0.061 -0.328
H 0.2051 -5.6431 5.9331 -0.150 0.046 0.178
H 0.2201 -3.9198 5.6219 -0.262 0.098 -0.106
H -1.7525 -1.0210 3.1927 0.157 0.345 0.114
H -2.3856 -3.2342 1.8404 -0.031 -0.177 -0.218
H 1.3251 -1.9327 0.4266 0.065 0.164 -0.106
C -0.4749 6.0872 -0.3250 -0.068 -0.027 -0.113
C 0.8806 6.7658 -0.4944 -0.112 -0.038 0.144
C 2.0721 5.8394 -0.2129 0.104 0.122 -0.166
O 2.3265 5.5990 1.1583 -0.029 -0.141 -0.004
C 1.5451 4.5824 1.7504 0.088 0.135 0.106
N 0.9124 7.9796 0.3250 0.188 -0.082 -0.015
H -0.7373 5.9529 0.7244 0.036 -0.001 0.022
H -1.2571 6.6979 -0.7755 0.012 0.042 0.031
H -0.4901 5.1081 -0.8106 0.011 -0.005 0.016
H 0.9597 7.0712 -1.5423 0.070 -0.013 -0.013
H 2.9758 6.3225 -0.5937 0.010 0.015 0.058
H 1.9656 4.8867 -0.7506 -0.077 -0.015 0.028
H 1.3417 3.7705 1.0440 -0.042 0.007 -0.030
H 0.6005 4.9770 2.1347 -0.067 -0.105 -0.049
H 2.1079 4.1781 2.5920 0.034 0.016 -0.021
H 1.7681 8.4931 0.1347 -0.078 0.068 -0.076
H 1.0004 7.6978 1.2977 -0.087 0.021 0.011
C -4.6872 -3.5366 -3.0715 -0.080 0.073 0.025
C -3.4129 -3.3982 -2.2454 -0.095 -0.129 -0.190
C -2.2026 -2.8999 -3.0477 0.096 0.119 0.157
O -1.5991 -3.8752 -3.8741 -0.049 0.022 -0.054
C -2.2020 -4.0541 -5.1434 0.091 -0.111 0.010
N -3.1406 -4.6691 -1.5673 0.210 0.071 0.135
H -4.6615 -4.4159 -3.7146 0.054 -0.010 -0.013
H -5.5498 -3.6439 -2.4148 0.020 -0.036 0.018
H -4.8489 -2.6582 -3.6990 0.015 -0.012 -0.008
H -3.6042 -2.6464 -1.4732 0.061 0.037 0.008
H -1.4265 -2.6039 -2.3359 0.022 -0.051 -0.003
H -2.4593 -2.0089 -3.6357 -0.077 -0.033 -0.016
H -2.5847 -3.1101 -5.5410 -0.036 0.007 0.014
H -3.0109 -4.7873 -5.1047 -0.064 0.067 -0.038
H -1.4361 -4.4322 -5.8197 0.021 0.017 0.024
H -2.3459 -4.5421 -0.9447 -0.027 0.037 0.014
H -2.8054 -5.3254 -2.2674 -0.089 -0.036 -0.019
C -1.8149 5.0135 -5.6518 -0.037 -0.051 -0.108
C -1.5122 6.5050 -5.5523 0.000 -0.150 0.175
C -0.0125 6.8296 -5.4994 -0.066 0.175 -0.124
O 0.5956 6.5842 -4.2454 0.118 -0.090 0.000
C 1.0031 5.2517 -4.0131 -0.058 0.081 0.205
N -2.2456 7.0636 -4.4133 0.158 0.105 -0.038
H -1.6662 4.5042 -4.6994 0.034 0.032 0.030
H -2.8549 4.8616 -5.9385 -0.015 0.029 0.038
H -1.1844 4.5308 -6.4014 0.013 0.001 0.014
H -1.9008 6.9779 -6.4588 0.045 0.048 -0.018
H 0.1104 7.9010 -5.6752 0.011 0.003 0.060
H 0.5343 6.3078 -6.2957 -0.037 -0.071 0.015
H 1.3641 4.7658 -4.9240 -0.040 0.020 -0.047
H 0.1904 4.6602 -3.5818 0.031 -0.107 -0.075
H 1.8179 5.2805 -3.2884 0.020 0.027 -0.030
H -2.1368 8.0737 -4.4028 -0.100 -0.006 -0.044
H -1.7837 6.7521 -3.5629 -0.058 -0.052 0.011


2.
87
Properties=species:S:1:pos:R:3:forces:R:3 method="wB97M-V/def2-TZVPD" e_homo_ev=-9.55 e_tot_ev=-45652.646 homo_lumo_gap_ev=7.539
C 44.9350 31.3130 43.6990 -1.889 -4.071 2.107
C 43.5910 31.7680 44.2820 -3.159 -4.305 -0.133
O 42.6040 30.9890 44.2110 3.209 4.150 0.717
N 43.5140 33.1520 44.9970 0.106 0.629 -5.000
H 44.0450 33.1310 45.8490 1.681 0.387 0.971
H 43.9990 33.9010 44.3130 0.399 -1.781 1.438
C 42.2270 33.7390 45.2740 -2.914 1.712 -1.250
H 45.5120 32.1280 43.7520 3.040 2.367 -0.375
H 44.7930 30.8170 42.7590 -0.422 0.721 -1.026
H 45.3970 30.3120 44.2130 -1.302 2.927 -0.211
H 41.5110 34.0790 44.3310 2.512 -0.877 2.056
H 42.3290 34.6190 45.9840 0.040 -1.255 -0.904
H 41.7000 32.9410 45.7030 -1.328 -0.676 1.096
O 45.4730 33.6770 46.5310 1.771 2.413 0.689
H 45.9840 34.5800 46.5470 -1.872 -2.383 -0.388
C 44.6290 34.4720 41.3910 -3.459 -0.703 1.058
C 45.6700 35.0230 42.3370 1.377 1.011 -0.085
C 45.8010 36.5300 42.4850 -3.571 3.250 -4.097
O 45.4270 34.4920 43.5470 -2.239 -1.570 4.257
H 43.5990 35.0420 41.2270 2.048 -0.809 1.176
H 44.3490 33.3570 41.6260 0.686 2.130 -0.224
H 44.9620 34.4810 40.4290 1.290 -0.151 -2.821
H 46.6770 34.6520 42.1420 0.080 0.024 -1.258
H 45.7570 36.9310 41.3440 0.818 -0.696 2.246
H 46.6210 37.0200 42.9840 0.506 -0.576 0.217
H 44.8330 37.1670 42.7920 1.767 -2.071 0.052
H 46.1410 34.1050 44.0970 0.508 0.311 -0.538
C 47.9890 34.9170 50.4500 -0.033 -0.262 0.055
C 47.6010 35.0990 48.9860 -0.043 -2.375 -1.003
C 48.6960 35.8460 48.2510 -1.875 6.408 0.048
O 47.6920 33.7590 48.2780 -2.761 1.296 -0.107
H 47.1880 34.4400 51.0650 0.793 0.047 -0.579
H 48.1800 35.9000 50.8870 -0.044 0.000 0.013
H 48.9610 34.3630 50.4630 -0.934 0.186 0.220
H 46.4640 35.4540 48.8930 2.726 -0.240 -0.046
H 48.9700 36.8760 48.7780 -0.648 -1.863 -0.376
H 48.3560 36.3340 47.3040 -0.549 -0.649 0.318
H 49.6450 35.5830 47.9200 1.570 -2.274 0.298
H 46.8330 33.7600 47.6930 1.826 -0.698 1.291
C 46.1210 29.3740 48.4930 0.163 -0.045 -0.233
C 46.3810 30.3680 47.3350 2.881 1.018 -0.132
C 47.0700 29.6810 46.1810 -3.575 -4.554 5.880
O 45.2810 30.9820 46.8750 -5.001 0.073 -1.390
H 45.3690 28.5940 48.0140 1.298 1.498 1.537
H 45.6790 30.0930 49.2880 0.503 -1.986 -0.812
H 47.1210 28.8070 48.8460 -2.436 1.455 -0.675
H 46.8560 31.3110 47.5940 2.131 -0.755 1.325
H 47.2230 29.9580 45.2790 1.603 3.360 -5.600
H 46.2890 28.8770 45.9810 0.685 0.277 0.084
H 47.8270 29.1300 46.6450 1.860 -0.842 0.022
H 45.3680 31.9320 46.9630 0.125 0.615 -0.020
C 49.6260 32.3860 44.9080 1.082 -1.655 0.419
C 48.8340 33.6480 44.7470 0.081 -3.494 -4.573
C 49.1550 34.4270 43.3530 0.388 -0.620 0.693
O 47.5300 33.1740 44.7810 2.775 2.985 -10.825
H 49.4680 31.7880 45.8800 -0.249 1.158 -1.388
H 50.6570 32.6530 44.9230 1.196 0.021 -0.004
H 49.5000 31.6780 44.0410 -0.164 0.768 0.814
H 49.0330 34.3120 45.4480 0.771 3.072 3.619
H 48.6730 35.4190 43.4730 -0.105 -0.616 -0.679
H 48.9550 33.8790 42.3600 -0.249 0.760 1.759
H 50.2500 34.6730 43.2990 -0.837 -0.398 0.363
H 47.1170 32.9960 45.4810 -4.698 -1.902 9.843
C 44.0420 33.3400 50.8150 1.991 -1.482 -1.408
C 43.9430 32.9140 49.3700 -3.448 -1.084 0.300
C 42.8970 31.7190 49.1490 -1.830 7.241 -2.111
O 43.5270 34.0090 48.5420 -2.842 0.223 4.487
H 43.1850 33.7920 51.1820 -1.657 0.698 0.778
H 44.9020 33.9580 50.9150 0.528 1.162 0.079
H 44.3730 32.4650 51.3490 -0.477 -0.508 0.683
H 44.8490 32.5090 49.0150 1.489 -0.085 -0.317
H 41.8310 32.0900 49.4200 1.494 -0.032 -1.023
H 42.9530 31.0400 49.8120 1.345 -5.435 4.540
H 42.9640 31.3800 48.1520 -0.095 -0.548 -1.018
H 44.0820 33.9020 47.8640 3.661 0.070 -4.919
C 45.1290 39.9590 47.0690 0.549 2.962 7.551
C 45.1470 40.2680 48.5840 -1.400 -1.234 -6.497
C 44.8970 39.0870 49.4960 1.933 0.935 1.116
O 44.9880 39.2160 50.7090 -0.640 -0.060 -0.625
C 44.8810 37.7340 48.8880 -0.999 0.566 -3.854
C 44.8700 37.5330 47.5090 0.323 1.844 6.485
C 44.9050 38.5650 46.5760 0.457 2.505 -3.192
O 44.7530 38.3660 45.3730 0.010 0.057 0.586
H 45.3360 40.9610 46.6130 -0.415 -1.765 -0.886
H 45.1270 41.3870 48.8390 0.293 -2.165 0.162
H 44.6620 36.8220 49.3960 0.190 -0.067 1.221
H 44.7580 36.5500 47.3870 -0.403 -3.672 -2.064